[1]
The following is a quantum chemistry calculation of a 2-piece molecular cluster, C22H25NO4 overall in a non-equilibrium geometry, from the OMol25 dataset.

Values from the calculation:
- Max |F|: 2.52 eV Å⁻¹
- Energy relative to the best compared isomer or geometry (same formula, charge and spin): 369.5 kJ/mol
- Charge: 0
- Spin multiplicity: 1

Structure (XYZ):
```
52
Properties=species:S:1:pos:R:3:forces:R:3
C -4.3112 -3.8607 -0.1304 0.06 0.49 -0.12
C -2.8802 -4.1757 -0.4921 -0.31 -1.16 0.14
O -2.1168 -3.0179 -0.6970 -0.06 0.40 0.11
C -0.7915 -3.3703 -0.7519 2.52 -0.05 -0.01
C 0.1240 -2.2685 -0.7475 -0.22 -1.14 -0.10
C -0.4374 -0.9076 -0.7598 0.26 0.46 -0.28
C 1.5380 -2.4469 -0.5941 -1.97 0.30 -0.28
O 2.2558 -1.4624 -0.4290 1.13 0.21 0.27
O 2.0248 -3.7255 -0.6246 -0.29 0.51 -0.17
C 3.3889 -3.7499 -0.3089 0.91 0.40 0.22
C 3.9639 -5.1329 -0.5014 -0.43 -0.23 -0.12
O -0.4287 -4.5442 -0.7547 -0.99 0.04 -0.07
H -4.8903 -4.7746 0.0076 0.09 -0.01 -0.03
H -4.3535 -3.2824 0.7943 -0.02 -0.02 0.05
H -4.7836 -3.2633 -0.9113 -0.09 -0.02 -0.04
H -2.3829 -4.7398 0.3122 -0.41 -0.11 -0.28
H -2.8029 -4.7801 -1.4074 -0.25 -0.10 0.32
H 0.3462 -0.1679 -0.9364 -0.03 -0.02 0.00
H -1.1934 -0.8220 -1.5433 -0.16 0.23 0.08
H -0.9189 -0.6869 0.1943 -0.26 0.36 0.32
H 3.8928 -3.0033 -0.9383 0.18 -0.24 0.26
H 3.4785 -3.4177 0.7343 0.33 -0.06 -0.09
H 5.0000 -5.1945 -0.1686 0.01 0.14 0.02
H 3.3777 -5.8647 0.0537 0.01 -0.04 0.09
H 3.9183 -5.4281 -1.5491 0.04 0.03 -0.07
C -0.0641 5.1449 -1.0313 -0.12 -0.06 0.02
N -0.0277 3.9590 -0.1627 0.21 -0.75 0.58
C -1.2498 3.3736 0.2121 1.14 0.09 -0.07
C -2.4759 3.8858 -0.2214 -0.28 0.34 -0.24
C -3.6640 3.2993 0.1564 0.48 0.34 -0.22
C -3.6741 2.1820 0.9840 0.23 -0.64 0.52
C -2.4904 1.6510 1.4300 -0.40 0.32 -0.17
C -1.2562 2.2277 1.0565 0.36 0.23 -0.08
C -0.0364 1.7001 1.4940 0.02 0.21 -0.42
C 1.1845 2.2699 1.1169 -0.48 0.02 -0.02
C 1.1948 3.4217 0.2801 -1.13 0.12 -0.21
C 2.4346 3.9660 -0.0646 0.25 0.38 -0.24
C 3.6127 3.4112 0.3799 -0.53 0.30 -0.23
C 3.6015 2.2848 1.1909 -0.13 -0.62 0.48
C 2.4087 1.7210 1.5551 0.45 0.14 -0.09
H 0.9246 5.5267 -1.2677 -0.14 -0.25 0.17
H -0.5542 4.8990 -1.9723 -0.02 -0.05 0.01
H -0.6162 5.9457 -0.5413 -0.03 -0.02 0.04
H -2.4985 4.7531 -0.8589 -0.07 0.06 -0.07
H -4.5992 3.7100 -0.1885 -0.06 0.11 -0.10
H -4.6115 1.7345 1.2786 -0.03 -0.04 -0.01
H -2.4895 0.7886 2.0749 0.07 -0.19 0.05
H -0.0387 0.8374 2.1338 0.03 -0.29 0.17
H 2.4884 4.8386 -0.6869 0.10 0.10 -0.10
H 4.5524 3.8543 0.0938 0.09 0.11 -0.08
H 4.5315 1.8587 1.5305 0.06 -0.10 0.03
H 2.3951 0.8433 2.1774 -0.09 -0.22 0.05
```
Positions in Å, forces in eV/Å.

[2]
The following is a quantum chemistry calculation of C22H26As2Br4NO16P2Tl as an isolated structure, from the OMol25 dataset.

Values from the calculation:
- Max |F|: 0.23 eV Å⁻¹
- Energy relative to the best compared isomer or geometry (same formula, charge and spin): 7.1 kJ/mol
- Charge: 0
- Spin multiplicity: 1

Structure (XYZ):
```
74
Properties=species:S:1:pos:R:3:forces:R:3
Tl 0.5638 1.5987 -1.3651 -0.04 -0.22 0.05
Br -0.0041 -3.4047 -6.3100 0.00 0.01 0.00
C -0.3596 -1.9523 -5.1550 0.00 0.01 0.00
C -1.6095 -1.3479 -5.1432 0.01 -0.02 0.00
Br -3.0112 -2.0180 -6.2087 0.00 0.01 0.00
C -1.8304 -0.2426 -4.3183 0.02 -0.01 0.01
Br -3.5191 0.5780 -4.1737 -0.01 0.01 0.00
C -0.8181 0.2903 -3.5278 0.01 -0.01 0.03
O -1.0293 1.3523 -2.7672 0.00 0.00 -0.03
C 0.4478 -0.3636 -3.4950 -0.02 -0.01 0.02
O 1.3880 0.0705 -2.6672 0.02 0.05 -0.05
C 0.6464 -1.4719 -4.3100 -0.02 -0.02 -0.01
Br 2.3387 -2.3027 -4.2012 0.02 0.00 0.00
N 3.3661 5.6743 0.0993 0.02 -0.01 0.01
C 2.4660 4.4705 0.2717 0.00 0.00 -0.03
C 1.7896 4.5167 1.6346 0.02 0.00 -0.01
P 3.5160 3.0057 -0.0679 0.04 0.00 -0.06
O 4.1937 2.7004 1.3679 -0.01 -0.05 0.03
O 4.5517 3.5062 -1.0137 0.00 0.01 0.03
O 2.5790 1.8669 -0.3691 0.02 0.00 0.05
P 1.1885 4.6606 -1.0623 -0.02 -0.07 0.01
O 1.8112 4.0143 -2.3957 0.02 0.00 0.00
O 0.9813 6.1220 -1.1545 0.01 0.02 0.00
O 0.1148 3.6526 -0.7005 -0.03 0.09 -0.02
H 3.8002 5.9525 0.9776 -0.02 0.01 0.01
H 2.7805 6.4345 -0.2853 -0.01 0.00 -0.01
H 4.1085 5.3751 -0.5605 -0.01 0.00 0.00
H 2.5352 4.5149 2.4324 -0.01 0.00 0.00
H 1.1621 3.6358 1.7551 0.00 0.00 0.00
H 1.1508 5.3973 1.7259 0.00 0.00 0.01
H 5.1502 2.6199 1.2685 0.01 0.03 -0.02
H 2.4471 4.5409 -2.8924 0.00 0.01 0.00
C -0.2700 -4.5964 -2.6588 -0.03 -0.02 0.00
O -0.1898 -3.4446 -1.8036 0.05 0.04 0.02
C -1.3043 -2.7166 -1.7296 0.00 -0.05 -0.01
O -2.3288 -2.9933 -2.2983 -0.01 0.01 0.00
C -1.1574 -1.4745 -0.9103 -0.01 0.03 0.05
C -2.2798 -0.9585 -0.3708 0.01 0.03 -0.04
As -3.3057 -2.1132 0.8434 -0.02 -0.06 0.03
C -2.6578 -3.9338 0.5161 0.00 0.00 0.00
C -1.7333 -1.6901 2.0864 0.01 0.03 0.02
C -0.4742 -1.3203 1.8287 0.04 -0.04 -0.02
As 0.4168 -0.8726 0.0753 -0.05 0.06 -0.07
C 1.7636 -2.2564 -0.1125 0.00 0.03 0.00
C 0.4414 -1.0497 2.9843 0.01 0.09 0.03
O 0.1761 -1.1486 4.1536 0.00 -0.06 -0.03
O 1.6341 -0.6234 2.5361 -0.01 0.01 0.01
C 2.5849 -0.2440 3.5397 0.01 0.00 -0.01
C -2.2482 -1.7533 3.4941 -0.03 -0.03 -0.03
O -2.8445 -0.8438 4.0048 0.04 0.01 0.03
O -2.0968 -2.9703 4.0219 -0.04 0.00 -0.01
C -2.5576 -3.0944 5.3770 0.04 0.02 -0.01
C -2.3511 0.4506 0.1409 0.04 0.05 0.00
O -1.4903 1.3100 0.0926 -0.03 -0.01 0.05
O -3.5395 0.6944 0.6685 -0.02 -0.02 -0.02
C -3.7300 2.0092 1.2179 0.01 0.01 0.01
H 0.7433 -4.9775 -2.7311 0.01 0.00 0.00
H -0.6427 -4.3145 -3.6406 0.01 0.01 0.02
H -0.9364 -5.3377 -2.2177 0.00 0.00 -0.01
H -3.2029 -4.3678 -0.3190 0.00 0.01 -0.01
H -2.9002 -4.4774 1.4305 0.00 0.01 0.00
H -1.5855 -3.9989 0.3477 0.01 0.00 -0.01
H 1.3825 -3.2340 0.1646 -0.01 -0.01 0.00
H 2.5888 -1.9629 0.5323 -0.01 0.01 -0.02
H 2.0800 -2.2509 -1.1532 0.00 0.00 -0.01
H 3.4275 0.1745 2.9984 0.00 0.00 0.00
H 2.8850 -1.1144 4.1203 0.00 0.00 0.00
H 2.1486 0.4978 4.2055 0.00 0.00 0.00
H -2.4319 -4.1406 5.6355 0.00 0.00 0.00
H -3.6011 -2.7975 5.4543 -0.01 -0.01 -0.01
H -1.9514 -2.4617 6.0231 -0.01 0.00 0.01
H -4.7665 2.0401 1.5343 0.00 0.00 0.00
H -3.5250 2.7624 0.4606 0.00 0.00 0.00
H -3.0656 2.1473 2.0689 0.00 0.00 0.00
```
Positions in Å, forces in eV/Å.

[3]
The following is a quantum chemistry calculation of C22H26Cl2N5O2Rb as an isolated structure, from the OMol25 dataset.

Values from the calculation:
- Max |F|: 0.23 eV Å⁻¹
- Energy relative to the best compared isomer or geometry (same formula, charge and spin): 162.4 kJ/mol
- Charge: 0
- Spin multiplicity: 1

Structure (XYZ):
```
58
Properties=species:S:1:pos:R:3:forces:R:3
Rb 0.0015 0.8375 1.0809 0.08 -0.12 0.00
C -1.1563 3.0572 3.3272 -0.03 0.02 0.01
C -0.0527 2.5440 3.9975 0.00 -0.03 0.04
C -0.0733 1.2356 4.4671 0.01 0.01 -0.01
C -1.1917 0.4370 4.2607 0.01 0.01 -0.01
C -2.2963 0.9517 3.5940 0.01 -0.02 0.00
C -2.2793 2.2619 3.1307 0.01 0.02 0.00
H -1.1344 4.0714 2.9502 0.00 0.00 0.00
H 0.8243 3.1609 4.1460 0.00 0.01 0.00
H 0.7869 0.8318 4.9862 0.00 0.01 0.00
H -1.1949 -0.5894 4.6026 0.00 0.00 0.00
H -3.1614 0.3251 3.4217 0.00 0.00 -0.01
H -3.1388 2.6591 2.6056 0.00 0.00 0.00
N 1.2464 3.0739 -4.1803 0.14 -0.05 0.07
C 0.2798 2.3581 -3.2795 0.00 -0.07 0.04
C -0.9975 1.8720 -3.9283 0.02 -0.05 -0.04
C -1.7710 1.1089 -2.8263 -0.06 -0.03 0.08
N -1.9739 1.8751 -1.5869 0.00 0.02 -0.14
C -1.0549 -0.2180 -2.5315 0.09 0.01 -0.01
C 0.4640 -0.1668 -2.7554 -0.01 0.01 0.02
N 1.1359 -1.0483 -1.8024 -0.02 -0.03 -0.02
C 1.0116 1.2420 -2.5223 -0.14 -0.01 -0.05
H 0.7839 3.7416 -4.7931 0.00 0.03 0.03
H 1.7858 2.4236 -4.7479 -0.01 0.04 -0.01
H 1.8738 3.5965 -3.4633 -0.07 0.01 -0.07
H 0.0089 3.1373 -2.5715 0.01 0.02 -0.02
H -0.7991 1.1826 -4.7552 0.01 0.04 -0.02
H -1.5818 2.7117 -4.3150 -0.01 0.01 0.02
H -2.7674 0.8867 -3.2081 0.00 -0.02 0.03
H -2.6596 2.6087 -1.7196 0.01 0.01 0.02
H -1.1251 2.3206 -1.2497 -0.06 0.01 0.02
H -1.4752 -1.0111 -3.1530 0.01 0.00 -0.01
H -1.2513 -0.5136 -1.4984 -0.07 0.02 0.02
H 0.6778 -0.4629 -3.7930 0.00 0.01 0.00
H 1.9781 -1.4574 -2.1842 -0.01 -0.02 0.01
H 0.5284 -1.7949 -1.4839 -0.02 0.01 0.01
H 2.0873 1.2550 -2.7227 0.00 0.07 0.01
H 0.9142 1.4710 -1.4656 0.17 -0.08 0.03
Cl -2.3500 -3.6958 -1.1167 0.00 0.00 0.00
C -1.0913 -3.8685 0.0788 0.02 0.00 0.00
C -0.6119 -5.1494 0.3557 0.02 -0.01 0.02
C 0.3821 -5.3395 1.2737 0.00 -0.02 0.00
Cl 0.9506 -6.9593 1.6013 0.00 0.01 0.00
C 0.9589 -4.2356 1.9421 0.02 0.00 0.00
C 2.0097 -4.3468 2.8803 -0.01 -0.02 -0.01
C 2.5277 -3.2235 3.4554 0.00 0.03 0.00
C 1.9963 -1.9742 3.0872 0.01 -0.03 0.01
N 1.0158 -1.8291 2.2309 -0.06 0.05 0.01
C 0.4735 -2.9336 1.6555 0.00 0.06 0.00
C -0.6290 -2.7017 0.7164 -0.01 0.00 -0.02
O -1.0867 -1.5455 0.4957 -0.01 0.00 -0.03
H -1.0370 -5.9982 -0.1630 -0.01 0.01 -0.01
H 2.3940 -5.3270 3.1276 0.00 0.00 0.00
H 3.3337 -3.2820 4.1745 0.00 0.01 0.00
H 2.4050 -1.0641 3.5189 0.00 0.00 0.01
O 2.3099 4.2288 -2.0906 -0.11 0.00 -0.06
C 1.6931 3.8455 -1.0898 0.22 -0.06 0.03
N 1.1029 3.4238 -0.1673 -0.15 0.08 0.00
```
Positions in Å, forces in eV/Å.

Across the entries above, HOMO-LUMO gap takes the values 2.790 5.987 5.948 eV, respectively.
Across the entries above, HOMO level takes the values -5.30 -7.21 -6.35 eV, respectively.